(1)
The following is a DFT calculation (ωB97M-V/def2-TZVPD) of an isolated molecule of C4H14N2Si at a distorted geometry.

Calculated values
Kohn-Sham gap = 0.33739 Ha
Lowest unoccupied orbital energy = 1.005 eV
Energy relative to the best compared isomer or geometry (same formula, charge and spin) = 336.7 kJ/mol
HOMO level = -8.2 eV
SMILES string = CCCCNN[SiH3]
Largest force on an atom = 4.32 eV/A

Each atom is followed by the atoms it is bonded to, with distances in Å.
Positions of all 21 atoms, in Å:
1 C 2.699 -0.592 -1.136  C2 1.591, H8 1.018, H9 1.084, H10 1.098
2 C 2.367 0.141 0.238  C1 1.591, C3 1.519, H11 1.150, H12 1.075
3 C 1.001 -0.179 0.820  C2 1.519, C4 1.518, H13 1.129, H14 1.111
4 C -0.079 0.877 0.668  C3 1.518, N5 1.380, H15 1.128, H16 1.144
5 N -1.430 0.621 0.779  C4 1.380, N6 1.520, H17 1.034
6 N -1.887 -0.530 -0.101  N5 1.520, Si7 1.786, H18 1.100
7 Si -3.581 -0.113 -0.483  N6 1.786, H19 1.511, H20 1.372, H21 1.359
8 H 2.061 -0.210 -1.831  C1 1.018
9 H 3.722 -0.327 -1.378  C1 1.084
10 H 2.667 -1.687 -1.067  C1 1.098
11 H 3.115 -0.345 0.963  C2 1.150
12 H 2.471 1.209 0.178  C2 1.075
13 H 0.554 -1.026 0.222  C3 1.129
14 H 1.061 -0.443 1.897  C3 1.111
15 H 0.112 1.368 -0.329  C4 1.128
16 H 0.080 1.708 1.437  C4 1.144
17 H -1.800 0.299 1.689  N5 1.034
18 H -1.119 -0.618 -0.884  N6 1.100
19 H -3.864 -0.803 -1.798  Si7 1.511
20 H -4.191 -0.539 0.670  Si7 1.372
21 H -3.958 1.191 -0.554  Si7 1.359

natural (NBO) atomic charge list, values in e, 6 entries: C -0.597; C -0.394; C -0.431; C -0.218; N -0.494; N -0.898

(2)
The following is a DFT calculation (ωB97M-V/def2-TZVPD) of a cluster of 2 separate species, C2H7NS2 in total at a distorted geometry.

Calculated values
Kohn-Sham gap = 0.31382 Ha
Lowest unoccupied orbital energy = 0.213 eV
Energy relative to the best compared isomer or geometry (same formula, charge and spin) = 97.7 kJ/mol
HOMO level = -8.3 eV
SMILES string = C=CN.SS
Largest force on an atom = 1.23 eV/A

Each atom is followed by the atoms it is bonded to, with distances in Å.
Positions of all 12 atoms, in Å:
1 C 1.215 -1.095 0.112  C2 1.332, H4 1.079, H5 1.085
2 C 0.786 -0.554 1.251  C1 1.332, N3 1.405, H6 1.080
3 N 1.393 0.551 1.872  C2 1.405, H7 1.000, H8 0.989
4 H 1.996 -0.755 -0.550  C1 1.079
5 H 0.735 -2.034 -0.139  C1 1.085
6 H -0.020 -1.017 1.801  C2 1.080
7 H 1.714 1.211 1.192  N3 1.000
8 H 0.844 0.963 2.583  N3 0.989
9 S -2.271 1.424 -1.246  S10 2.108, H11 1.337
10 S -1.975 -0.254 -2.487  S9 2.108, H12 1.331
11 H -1.153 2.036 -1.648  S9 1.337
12 H -3.263 -0.475 -2.742  S10 1.331

natural (NBO) atomic charge list, values in e, 6 entries: C -0.523; C 0.010; N -0.816; H 0.197; H 0.203; H 0.189

(3)
The following is a DFT calculation (ωB97M-V/def2-TZVPD) of an isolated molecule of C6H10IN at a distorted geometry.

Calculated values
Kohn-Sham gap (alpha / beta) = 0.24651 / 0.32076 Ha
Lowest unoccupied orbital energy (alpha / beta) = -0.589 / 0.087 eV
Energy relative to the best compared isomer or geometry (same formula, charge and spin) = 510.1 kJ/mol
HOMO level (alpha / beta) = -7.3 / -8.6 eV
Largest force on an atom = 3.73 eV/A

Each atom is followed by the atoms it is bonded to, with distances in Å.
Positions of all 18 atoms, in Å:
1 C -0.500 -1.643 0.341  C2 1.650, C5 1.536, H9 1.058, H10 1.125
2 C -1.097 -0.322 -0.447  C1 1.650, C6 1.420, H11 1.159, H12 1.107
3 C -0.381 1.854 0.884  C4 1.528, C6 1.449, H13 1.129, H14 1.161
4 C -0.070 2.226 -0.565  C3 1.528, C6 1.439, H15 1.040, H16 1.155
5 C 0.941 -1.946 -0.092  C1 1.536, N7 1.407, H17 1.066, H18 1.121
6 C -0.377 0.873 -0.183  C2 1.420, C3 1.449, C4 1.439
7 N 1.865 -1.121 0.575  C5 1.407, I8 1.960
8 I 3.117 0.096 -0.315  N7 1.960
9 H -0.633 -1.270 1.322  C1 1.058
10 H -1.217 -2.500 0.209  C1 1.125
11 H -1.202 -0.589 -1.570  C2 1.159
12 H -2.100 -0.312 0.020  C2 1.107
13 H 0.586 1.956 1.458  C3 1.129
14 H -1.419 2.051 1.367  C3 1.161
15 H -0.544 2.906 -1.193  C4 1.040
16 H 1.004 2.609 -0.752  C4 1.155
17 H 1.226 -2.946 0.145  C5 1.066
18 H 0.802 -1.918 -1.205  C5 1.121

natural (NBO) atomic charge list, values in e, 6 entries: C -0.356; C -0.461; C -0.467; C -0.460; C -0.315; C 0.084

(4)
The following is a DFT calculation (ωB97M-V/def2-TZVPD) of the ion C8H7ClNO4S with charge -1 at a distorted geometry.

Calculated values
Kohn-Sham gap = 0.31522 Ha
Lowest unoccupied orbital energy = 3.054 eV
Energy relative to the best compared isomer or geometry (same formula, charge and spin) = 32.3 kJ/mol
HOMO level = -5.5 eV
SMILES string = O=C([O-])N[C@@H](Cl)S(=O)(=O)c1ccccc1
Net charge = -1
Largest force on an atom = 4.07 eV/A

Each atom is followed by the atoms it is bonded to, with distances in Å.
Positions of all 22 atoms, in Å:
1 O 0.350 -3.314 -0.852  C2 1.169
2 C 0.768 -2.816 0.120  O1 1.169, O3 1.167, N4 1.753
3 O 0.686 -2.876 1.282  C2 1.167
4 N 1.603 -1.353 -0.362  C2 1.753, C5 1.289, H16 1.065
5 C 2.020 -0.432 0.437  N4 1.289, Cl6 2.090, S7 1.847, H17 1.088
6 Cl 4.077 -0.077 0.332  C5 2.090
7 S 1.676 1.265 -0.209  C5 1.847, O8 1.468, O9 1.456, C10 1.868
8 O 2.141 2.328 0.691  S7 1.468
9 O 2.042 1.342 -1.616  S7 1.456
10 C -0.165 0.970 -0.101  S7 1.868, C11 1.351, C15 1.365
11 C -0.715 1.105 1.126  C10 1.351, C12 1.416, H18 1.061
12 C -2.112 0.907 1.246  C11 1.416, C13 1.386, H19 1.020
13 C -2.827 0.542 0.117  C12 1.386, C14 1.409, H20 1.019
14 C -2.198 0.328 -1.126  C13 1.409, C15 1.384, H21 1.142
15 C -0.851 0.626 -1.230  C10 1.365, C14 1.384, H22 1.093
16 H 1.547 -1.139 -1.404  N4 1.065
17 H 1.744 -0.625 1.472  C5 1.088
18 H -0.103 1.381 1.948  C11 1.061
19 H -2.713 0.711 2.047  C12 1.020
20 H -3.822 0.638 0.315  C13 1.019
21 H -2.783 -0.069 -2.023  C14 1.142
22 H -0.365 0.559 -2.207  C15 1.093

natural (NBO) atomic charge list, values in e, 6 entries: O -0.683; C 0.969; O -0.686; N -0.765; C -0.094; Cl -0.419